[1]
This record from the Open Molecules 2025 dataset describes C6H14O in the gas phase. The level of theory is wB97M-V/def2-TZVPD.

As for the energy above the lowest of the compared OMol25 structures with the same formula, charge and spin: 17.37 kcal per mole. For the frontier orbital gap, the calculation gives 10.95 eV. For the energy, the calculation gives -312.2274 Eh. For the HOMO energy, the calculation gives -0.36078 Ha.

XYZ file:
```
21
Properties=species:S:1:pos:R:3:forces:R:3:lowdin_charge:R:1
C 1.9053 -0.7073 2.7763 0.06 0.01 0.05 -0.13
C 0.6378 -1.0961 2.0191 -0.02 -0.02 -0.05 -0.27
C 0.3755 -0.0721 0.9145 0.01 0.07 -0.02 -0.24
C -0.6483 -0.4536 -0.1488 -0.01 -0.02 -0.01 -0.19
C -0.6279 0.5820 -1.2561 0.16 0.05 0.21 -0.28
O -1.5432 0.2191 -2.2563 -0.06 -0.06 -0.01 -0.19
C -1.5437 1.1359 -3.3158 -0.05 0.18 -0.27 -0.13
H 2.1284 -1.3753 3.6140 -0.06 0.07 -0.12 0.07
H 1.8195 0.3136 3.1674 0.01 -0.15 0.00 0.07
H 2.7601 -0.7178 2.0894 -0.07 -0.03 0.16 0.07
H 0.7534 -2.0961 1.5802 0.02 0.14 0.03 0.11
H -0.2173 -1.1634 2.7070 0.13 0.08 -0.17 0.11
H 0.0819 0.8819 1.3758 0.04 -0.12 -0.05 0.12
H 1.3261 0.1320 0.3971 -0.09 -0.08 0.14 0.11
H -1.6635 -0.5211 0.2619 0.16 0.01 0.00 0.12
H -0.4112 -1.4328 -0.5846 0.00 0.12 0.10 0.12
H -0.8741 1.5796 -0.8473 -0.02 -0.14 -0.09 0.13
H 0.3923 0.6580 -1.6775 -0.18 -0.04 0.02 0.13
H -1.8281 2.1437 -2.9729 0.02 -0.14 -0.07 0.09
H -2.2717 0.7878 -4.0524 0.11 0.08 0.08 0.09
H -0.5511 1.2021 -3.7909 -0.16 -0.02 0.06 0.09
```
Forces are in eV/Å.

[2]
This record from the Open Molecules 2025 dataset describes C6H14O in the gas phase. The level of theory is wB97M-V/def2-TZVPD.

As for the energy above the lowest of the compared OMol25 structures with the same formula, charge and spin: 14.52 kcal per mole. For the frontier orbital gap, the calculation gives 11.03 eV. For the energy, the calculation gives -312.2319 Eh. For the HOMO energy, the calculation gives -0.37098 Ha.

XYZ file:
```
21
Properties=species:S:1:pos:R:3:forces:R:3:lowdin_charge:R:1
C -0.8405 -1.0288 -1.7159 -0.42 0.07 -0.70 -0.28
O -0.1481 -0.0724 -2.5270 0.31 -0.20 0.21 -0.07
C -1.6196 -0.3146 -0.6279 0.55 -0.76 0.36 -0.18
C -0.8162 0.6401 0.2699 0.11 0.46 -0.19 -0.18
C 0.6857 0.3659 0.4606 -0.59 -1.02 0.34 -0.44
C 1.3102 1.5809 1.1138 0.52 -0.07 -0.02 -0.08
C 0.8922 -0.8813 1.3353 -0.39 0.29 0.30 -0.08
H -0.2122 -1.8322 -1.3227 0.42 0.35 0.09 0.11
H -1.5530 -1.5339 -2.3757 -0.14 -0.14 0.12 0.11
H 0.6524 -0.4804 -2.8728 -0.12 0.06 -0.04 0.09
H -1.9880 -1.1160 0.0223 -0.31 0.02 -0.17 0.11
H -2.4757 0.1473 -1.1128 -0.08 0.34 0.27 0.11
H -0.9072 1.6731 -0.0875 -0.11 -0.18 -0.04 0.11
H -1.2482 0.6083 1.2736 -0.18 0.21 -0.01 0.11
H 1.1019 0.1126 -0.5062 0.37 0.45 -0.25 0.11
H 2.3716 1.4619 1.3593 -0.10 -0.20 -0.11 0.08
H 0.7985 1.7650 2.0569 -0.11 0.21 0.08 0.08
H 1.2366 2.4554 0.4742 -0.15 0.19 -0.01 0.08
H 0.4148 -1.7746 0.9180 0.47 0.02 -0.18 0.07
H 0.3959 -0.7596 2.2986 -0.06 0.25 0.20 0.08
H 1.9489 -1.0168 1.5660 0.02 -0.36 -0.25 0.08
```
Forces are in eV/Å.

[3]
This record from the Open Molecules 2025 dataset describes 2 unconnected molecules or ions with the total composition C6H14O. The level of theory is wB97M-V/def2-TZVPD.

As for the energy above the lowest of the compared OMol25 structures with the same formula, charge and spin: 89.62 kcal per mole. For the frontier orbital gap, the calculation gives 10.29 eV. For the energy, the calculation gives -312.1122 Eh. For the HOMO energy, the calculation gives -0.34665 Ha.

XYZ file:
```
21
Properties=species:S:1:pos:R:3:forces:R:3:lowdin_charge:R:1
C -1.5828 -0.4979 -1.1864 -0.01 -0.01 -0.05 -0.08
C -1.0874 -0.3336 0.2544 0.04 -0.03 0.02 -0.43
C -2.1931 0.2758 1.1216 -0.03 0.02 0.04 -0.08
C 0.1866 0.5242 0.3054 0.02 0.04 0.08 -0.13
C 1.5062 -0.2207 0.1846 -0.03 0.27 0.04 -0.61
C 2.6874 0.6256 -0.2428 0.03 -0.04 0.09 -0.03
O 1.7258 -1.2254 1.0004 0.07 0.15 0.59 -0.12
H -2.4404 -1.1774 -1.2363 0.12 0.08 0.05 0.08
H -0.8083 -0.8927 -1.8533 -0.10 0.04 0.11 0.06
H -1.9071 0.4706 -1.5901 0.06 -0.12 0.07 0.08
H -0.8300 -1.3163 0.6723 -0.03 0.13 -0.08 0.14
H -3.1071 -0.3274 1.0694 0.15 0.08 0.00 0.08
H -2.4477 1.2890 0.7829 0.06 -0.14 0.03 0.08
H -1.8903 0.3384 2.1731 -0.02 -0.02 -0.17 0.08
H 0.2950 0.9679 1.3081 -0.07 -0.01 -0.13 0.14
H 0.1333 1.3476 -0.4195 0.02 -0.12 0.11 0.13
H 1.2768 -0.9360 -1.1374 0.03 -0.23 0.07 0.18
H 2.8894 1.2944 0.6031 -0.01 -0.03 -0.13 0.10
H 2.4762 1.2221 -1.1373 0.04 -0.12 0.19 0.09
H 3.5671 -0.0060 -0.3871 -0.17 0.10 -0.02 0.09
H 1.4738 -1.4449 -0.3391 -0.19 -0.06 -0.90 0.18
```
Forces are in eV/Å.

[4]
This record from the Open Molecules 2025 dataset describes C6H14O in the gas phase. The level of theory is wB97M-V/def2-TZVPD.

As for the energy above the lowest of the compared OMol25 structures with the same formula, charge and spin: 9.33 kcal per mole. For the frontier orbital gap, the calculation gives 11.14 eV. For the energy, the calculation gives -312.2402 Eh. For the HOMO energy, the calculation gives -0.37410 Ha.

XYZ file:
```
21
Properties=species:S:1:pos:R:3:forces:R:3:lowdin_charge:R:1
C 0.4452 0.2926 -1.9652 0.02 -0.03 -0.03 -0.09
C 0.3501 1.1361 -0.6913 0.09 0.07 0.01 -0.41
C 1.7717 1.5398 -0.2469 0.05 0.01 -0.01 -0.09
C -0.4259 0.4924 0.4879 0.07 0.00 0.07 -0.14
C -0.5950 -1.0255 0.5648 0.26 0.17 0.23 -0.46
C -1.2526 -1.4184 1.8873 0.00 -0.01 0.06 -0.06
O -1.3988 -1.4747 -0.5209 -0.02 -0.21 -0.04 -0.05
H 1.0599 0.8217 -2.7033 -0.12 -0.09 0.06 0.08
H -0.5296 0.0699 -2.4063 0.12 0.09 0.11 0.07
H 0.9303 -0.6677 -1.7551 -0.04 0.13 -0.05 0.08
H -0.1850 2.0631 -0.9428 0.12 -0.15 0.04 0.13
H 2.2171 2.2482 -0.9534 -0.04 -0.14 0.02 0.07
H 2.4390 0.6696 -0.1949 -0.15 0.04 -0.02 0.08
H 1.7934 2.0144 0.7430 -0.15 -0.04 -0.21 0.07
H -1.4184 0.9448 0.6042 0.07 -0.09 -0.16 0.12
H 0.1463 0.7813 1.3733 -0.27 -0.10 0.22 0.10
H 0.4012 -1.4947 0.5034 -0.10 0.03 -0.02 0.14
H -2.2672 -1.0048 1.9287 0.17 -0.04 -0.01 0.09
H -0.6864 -1.0425 2.7463 -0.05 -0.06 -0.13 0.08
H -1.3270 -2.5090 1.9874 0.02 0.17 -0.06 0.08
H -1.4685 -2.4366 -0.4462 -0.05 0.25 -0.08 0.10
```
Forces are in eV/Å.

[5]
This record from the Open Molecules 2025 dataset describes C6H14O in the gas phase. The level of theory is wB97M-V/def2-TZVPD.

As for the energy above the lowest of the compared OMol25 structures with the same formula, charge and spin: 13.53 kcal per mole. For the frontier orbital gap, the calculation gives 10.95 eV. For the energy, the calculation gives -312.2335 Eh. For the HOMO energy, the calculation gives -0.35907 Ha.

XYZ file:
```
21
Properties=species:S:1:pos:R:3:forces:R:3:lowdin_charge:R:1
C -3.6722 0.2685 0.2563 -0.04 0.05 0.01 -0.12
C -2.4025 -0.5231 -0.0483 0.01 -0.03 0.00 -0.24
C -1.1602 0.3508 -0.0061 -0.26 0.08 0.07 -0.26
O -0.0208 -0.4709 -0.0673 0.01 -0.04 0.00 -0.15
C 1.1786 0.2641 -0.0521 0.25 0.12 -0.01 -0.27
C 2.3460 -0.7066 -0.0597 -0.02 -0.04 -0.01 -0.24
C 3.6949 0.0046 -0.1266 0.05 0.04 -0.01 -0.12
H -3.7409 1.1651 -0.3709 0.00 -0.12 0.06 0.07
H -4.5691 -0.3317 0.0737 0.14 0.08 0.04 0.07
H -3.6938 0.5936 1.3025 0.01 -0.03 -0.14 0.07
H -2.2787 -1.3410 0.6718 -0.01 0.14 -0.09 0.11
H -2.4699 -0.9826 -1.0390 0.01 0.01 0.07 0.11
H -1.1442 0.9510 0.9202 0.00 -0.07 -0.07 0.13
H -1.1679 1.0609 -0.8512 0.01 -0.07 0.09 0.13
H 1.2215 0.9105 0.8435 -0.02 -0.10 -0.12 0.13
H 1.2275 0.9296 -0.9326 0.00 -0.09 0.10 0.13
H 2.2263 -1.3781 -0.9178 0.02 0.09 0.10 0.11
H 2.2869 -1.3302 0.8402 0.01 0.07 -0.12 0.11
H 3.8616 0.6333 0.7560 -0.04 -0.08 -0.12 0.07
H 3.7603 0.6485 -1.0117 -0.01 -0.09 0.12 0.07
H 4.5168 -0.7163 -0.1807 -0.12 0.11 0.02 0.07
```
Forces are in eV/Å.

> Among the records above, which one has the lowest energy?

number 4

> energy of number 2 (C6H14O)?

-312.2319 Eh

> Among the records above, which one has the highest energy above the lowest of the compared OMol25 structures with the same formula, charge and spin?

number 3

What did the fifth record say?
This record from the Open Molecules 2025 dataset describes C6H14O in the gas phase. The level of theory is wB97M-V/def2-TZVPD.

As for the energy above the lowest of the compared OMol25 structures with the same formula, charge and spin: 13.53 kcal per mole. For the frontier orbital gap, the calculation gives 10.95 eV. For the energy, the calculation gives -312.2335 Eh. For the HOMO energy, the calculation gives -0.35907 Ha.

XYZ file:
```
21
Properties=species:S:1:pos:R:3:forces:R:3:lowdin_charge:R:1
C -3.6722 0.2685 0.2563 -0.04 0.05 0.01 -0.12
C -2.4025 -0.5231 -0.0483 0.01 -0.03 0.00 -0.24
C -1.1602 0.3508 -0.0061 -0.26 0.08 0.07 -0.26
O -0.0208 -0.4709 -0.0673 0.01 -0.04 0.00 -0.15
C 1.1786 0.2641 -0.0521 0.25 0.12 -0.01 -0.27
C 2.3460 -0.7066 -0.0597 -0.02 -0.04 -0.01 -0.24
C 3.6949 0.0046 -0.1266 0.05 0.04 -0.01 -0.12
H -3.7409 1.1651 -0.3709 0.00 -0.12 0.06 0.07
H -4.5691 -0.3317 0.0737 0.14 0.08 0.04 0.07
H -3.6938 0.5936 1.3025 0.01 -0.03 -0.14 0.07
H -2.2787 -1.3410 0.6718 -0.01 0.14 -0.09 0.11
H -2.4699 -0.9826 -1.0390 0.01 0.01 0.07 0.11
H -1.1442 0.9510 0.9202 0.00 -0.07 -0.07 0.13
H -1.1679 1.0609 -0.8512 0.01 -0.07 0.09 0.13
H 1.2215 0.9105 0.8435 -0.02 -0.10 -0.12 0.13
H 1.2275 0.9296 -0.9326 0.00 -0.09 0.10 0.13
H 2.2263 -1.3781 -0.9178 0.02 0.09 0.10 0.11
H 2.2869 -1.3302 0.8402 0.01 0.07 -0.12 0.11
H 3.8616 0.6333 0.7560 -0.04 -0.08 -0.12 0.07
H 3.7603 0.6485 -1.0117 -0.01 -0.09 0.12 0.07
H 4.5168 -0.7163 -0.1807 -0.12 0.11 0.02 0.07
```
Forces are in eV/Å.